[1]
Density functional theory data (the ωB97M-V functional and the def2-TZVPD basis) for a cluster of 2 separate species, C3H6N2O in total.

E: -302.653994 Ha
molecular weight: 86.094 g mol⁻¹
frontier orbital gap: 9.6 eV
LUMO energy: 0.6 eV
F_max: 0.02322 Eh/bohr
relative energy (zero: lowest compared OMol25 entry of this formula, charge and spin): 102.7 kJ/mol
HOMO level: -9.00 eV
multiplicity: 1
charge: 0

Last column: natural (NBO) charge in e.
CARTESIAN COORDINATES (ANGSTROEM)
1 C -0.48 -1.16 -0.46  -0.093
2 C -0.61 0.19 -0.30  -0.121
3 N -1.22 0.63 -1.46  -0.525
4 C -1.25 -0.44 -2.32  0.165
5 N -0.84 -1.53 -1.73  -0.453
6 H -0.17 -1.87 0.29  0.209
7 H -0.53 0.78 0.59  0.212
8 H -1.34 1.59 -1.72  0.412
9 H -1.58 -0.23 -3.33  0.194
10 O 3.04 0.62 3.33  -0.932
11 H 2.26 0.94 2.87  0.465
12 H 2.72 0.47 4.23  0.467


[2]
Density functional theory data (the ωB97M-V functional and the def2-TZVPD basis) for a structure of composition C6H16N2O8V.

E: -1893.195914 Ha
molecular weight: 295.144 g mol⁻¹
frontier orbital gap: 4.0 eV
LUMO energy: 1.3 eV
F_max: 0.12194 Eh/bohr
relative energy (zero: lowest compared OMol25 entry of this formula, charge and spin): 420.9 kJ/mol
HOMO level: -2.68 eV
multiplicity: 1
charge: -1

Last column: Löwdin charge in e.
CARTESIAN COORDINATES (ANGSTROEM)
1 O -9.79 -4.30 -4.06  -0.419
2 V -9.32 -3.71 -2.62  0.988
3 O -8.81 -2.23 -2.81  -0.439
4 C -6.32 -4.38 -3.14  -0.075
5 C -7.21 -5.26 -2.33  -0.365
6 O -8.34 -4.71 -1.80  -0.272
7 H -6.96 -4.00 -3.94  0.070
8 H -5.45 -4.86 -3.59  0.081
9 H -5.87 -3.54 -2.60  0.075
10 H -6.62 -5.58 -1.47  0.122
11 H -7.52 -6.19 -2.80  0.120
12 C -7.93 -1.45 -0.70  -0.145
13 C -7.15 -2.49 0.02  -0.450
14 O -7.62 -3.31 1.11  -0.337
15 H -8.46 -1.94 -1.52  -0.056
16 H -7.29 -0.61 -0.99  0.051
17 H -8.68 -0.86 -0.18  0.096
18 H -6.41 -1.82 0.46  0.046
19 H -6.62 -3.15 -0.68  0.071
20 C -7.79 -0.45 -3.11  -0.027
21 N -6.65 0.02 -3.91  -0.405
22 O -6.89 0.36 -5.08  0.012
23 O -5.53 0.24 -3.46  0.027
24 H -8.75 -0.45 -3.64  0.118
25 H -7.74 0.14 -2.19  0.093
26 H -7.58 -1.46 -2.76  0.045
27 C -3.07 -1.86 1.36  0.023
28 N -4.51 -1.61 1.50  -0.433
29 O -4.86 -0.47 1.19  0.034
30 O -5.25 -2.50 1.95  0.060
31 H -2.57 -1.49 2.26  0.096
32 H -2.73 -1.29 0.50  0.096
33 H -2.99 -2.94 1.26  0.097


[3]
Density functional theory data (the ωB97M-V functional and the def2-TZVPD basis) for a cluster of 3 separate species, C21H49FN9O2P2 in total.

E: -2255.082985 Ha
molecular weight: 540.630 g mol⁻¹
frontier orbital gap: 5.9 eV
LUMO energy: -4.3 eV
F_max: 0.12596 Eh/bohr
HOMO level: -10.25 eV
multiplicity: 1
charge: +1

Last column: Löwdin charge in e.
CARTESIAN COORDINATES (ANGSTROEM)
1 C 0.66 -0.72 -0.02  0.007
2 C 1.26 -2.01 0.45  -0.330
3 C 2.50 -2.45 -0.25  -0.001
4 N 0.67 -2.64 1.40  0.157
5 C 1.37 -3.40 2.29  -0.235
6 C 0.93 -4.70 2.60  0.071
7 N 1.64 -5.41 3.45  0.060
8 N 2.72 -5.04 4.11  0.156
9 C 3.14 -3.82 3.85  -0.242
10 C 4.38 -3.35 4.55  -0.087
11 C 4.09 -2.20 5.53  -0.183
12 F 4.72 -1.05 5.11  -0.035
13 C 2.49 -2.95 2.96  0.096
14 H -0.05 -0.94 -0.82  0.070
15 H 0.12 -0.25 0.80  0.082
16 H 1.42 -0.05 -0.41  0.102
17 H 2.81 -3.47 -0.01  0.087
18 H 3.31 -1.76 -0.01  0.104
19 H 2.34 -2.35 -1.33  0.096
20 H 0.06 -5.13 2.14  0.156
21 H 1.32 -6.36 3.64  0.188
22 H 5.07 -3.01 3.77  0.135
23 H 4.84 -4.20 5.04  0.122
24 H 4.41 -2.47 6.54  0.125
25 H 3.02 -2.01 5.57  0.120
26 H 2.90 -1.96 2.78  0.151
27 O -0.89 2.44 1.51  -0.298
28 P -1.36 3.53 2.42  0.681
29 N -0.65 4.91 1.74  -0.316
30 C -0.34 6.13 2.46  -0.130
31 C -1.22 5.24 0.43  -0.132
32 N -0.51 3.04 3.89  -0.304
33 C 0.61 3.81 4.40  -0.144
34 C -0.09 1.64 3.86  -0.166
35 N -2.67 4.30 3.26  -0.300
36 C -2.62 4.60 4.68  -0.129
37 C -3.94 3.60 2.95  -0.130
38 H -1.22 6.73 2.70  0.087
39 H 0.33 6.74 1.85  0.088
40 H 0.21 5.94 3.38  0.041
41 H -2.24 5.63 0.51  0.083
42 H -1.23 4.36 -0.21  0.070
43 H -0.61 6.00 -0.07  0.082
44 H 1.36 4.03 3.63  0.090
45 H 1.10 3.26 5.20  0.081
46 H 0.30 4.75 4.87  0.058
47 H 0.82 1.48 3.27  0.076
48 H -0.87 1.00 3.46  0.065
49 H 0.11 1.31 4.89  0.078
50 H -2.45 3.72 5.31  0.084
51 H -3.59 5.03 4.96  0.088
52 H -1.89 5.37 4.91  0.070
53 H -3.97 2.60 3.38  0.082
54 H -4.06 3.51 1.87  0.076
55 H -4.79 4.17 3.32  0.080
56 O 1.16 -1.97 -4.28  -0.294
57 P -0.25 -1.68 -4.66  0.700
58 N -0.75 -3.22 -5.22  -0.319
59 C -1.79 -3.45 -6.20  -0.133
60 C -0.84 -4.20 -4.14  -0.144
61 N 0.05 -0.56 -5.97  -0.310
62 C -0.16 -0.96 -7.36  -0.139
63 C 1.38 0.06 -5.90  -0.149
64 N -1.87 -1.09 -4.35  -0.299
65 C -2.58 -0.21 -5.27  -0.129
66 C -1.94 -0.50 -2.99  -0.138
67 H -2.80 -3.31 -5.79  0.085
68 H -1.72 -4.49 -6.54  0.088
69 H -1.68 -2.83 -7.08  0.045
70 H -1.69 -4.01 -3.48  0.079
71 H 0.08 -4.19 -3.54  0.064
72 H -0.94 -5.21 -4.55  0.081
73 H 0.33 -1.92 -7.60  0.092
74 H 0.25 -0.20 -8.02  0.084
75 H -1.21 -1.02 -7.63  0.056
76 H 2.17 -0.60 -6.25  0.084
77 H 1.62 0.36 -4.88  0.067
78 H 1.38 0.96 -6.51  0.083
79 H -2.05 0.71 -5.50  0.087
80 H -3.54 0.05 -4.81  0.088
81 H -2.84 -0.73 -6.19  0.067
82 H -1.35 0.42 -2.91  0.087
83 H -1.55 -1.21 -2.26  0.052
84 H -2.97 -0.28 -2.71  0.082


[4]
Density functional theory data (the ωB97M-V functional and the def2-TZVPD basis) for a cluster of 2 separate species, C9H14O in total.

E: -426.539276 Ha
molecular weight: 138.210 g mol⁻¹
frontier orbital gap: 9.2 eV
LUMO energy: 0.8 eV
F_max: 0.04891 Eh/bohr
relative energy (zero: lowest compared OMol25 entry of this formula, charge and spin): 88.0 kJ/mol
HOMO level: -8.38 eV
multiplicity: 1
charge: 0

Last column: natural (NBO) charge in e.
CARTESIAN COORDINATES (ANGSTROEM)
1 C -0.71 1.98 -3.83  -0.627
2 C -0.49 1.41 -2.46  -0.046
3 C 0.71 0.67 -2.19  -0.194
4 C 0.97 0.34 -0.89  -0.266
5 C 0.16 0.75 0.22  0.302
6 O 0.61 0.51 1.47  -0.689
7 C -1.01 1.44 -0.02  -0.272
8 C -1.30 1.65 -1.39  -0.188
9 H -0.63 1.19 -4.57  0.213
10 H 0.06 2.67 -4.18  0.223
11 H -1.71 2.45 -3.94  0.217
12 H 1.31 0.29 -3.00  0.213
13 H 1.69 -0.39 -0.51  0.201
14 H 0.91 -0.38 1.61  0.484
15 H -1.64 1.91 0.72  0.227
16 H -2.28 2.07 -1.62  0.202
17 C 0.36 -3.11 3.09  -0.610
18 C 0.44 -3.89 4.37  -0.613
19 H 0.87 -3.51 2.20  0.204
20 H -0.66 -3.02 2.68  0.206
21 H 0.73 -2.06 3.21  0.189
22 H 0.09 -3.27 5.20  0.212
23 H -0.09 -4.83 4.27  0.208
24 H 1.48 -4.24 4.51  0.205


[5]
Density functional theory data (the ωB97M-V functional and the def2-TZVPD basis) for a structure of composition C33H29N4O3PSW.

E: -2525.547635 Ha
molecular weight: 776.501 g mol⁻¹
frontier orbital gap (alpha / beta): 4.8 / 5.8 eV
LUMO energy (alpha / beta): -7.7 / -7.6 eV
F_max: 0.06254 Eh/bohr
relative energy (zero: lowest compared OMol25 entry of this formula, charge and spin): 66.0 kJ/mol
HOMO level (alpha / beta): -12.48 / -13.39 eV
multiplicity: 3
charge: +2

Last column: Löwdin charge in e.
CARTESIAN COORDINATES (ANGSTROEM)
1 W 0.79 -0.62 -1.32  1.549
2 C 1.68 6.25 -1.54  -0.038
3 C 1.30 5.41 -2.59  -0.064
4 C 1.55 4.06 -2.51  -0.070
5 C 2.05 3.48 -1.30  -0.348
6 C 2.42 4.34 -0.23  -0.073
7 C 2.19 5.71 -0.37  -0.060
8 P 2.12 1.68 -0.94  1.102
9 C 0.57 1.38 -1.88  -0.633
10 C 0.56 0.91 -3.22  -0.179
11 C -0.68 0.77 -3.90  -0.043
12 C -1.89 1.06 -3.27  -0.037
13 C -1.90 1.46 -1.92  -0.035
14 C -0.71 1.61 -1.23  -0.109
15 C 3.53 1.06 -1.90  -0.325
16 C 4.54 1.87 -2.40  -0.017
17 C 5.60 1.28 -3.19  -0.026
18 C 5.78 -0.07 -3.23  0.008
19 C 4.85 -0.93 -2.56  -0.171
20 C 5.06 -2.29 -2.42  0.015
21 C 4.21 -3.07 -1.63  -0.050
22 C 3.04 -2.54 -1.09  -0.081
23 C 2.68 -1.22 -1.43  -0.312
24 C 3.69 -0.37 -1.98  -0.204
25 H 1.56 7.32 -1.65  0.116
26 H 0.83 5.79 -3.49  0.119
27 H 1.31 3.40 -3.35  0.107
28 H 2.81 3.90 0.68  0.105
29 H 2.40 6.33 0.45  0.099
30 H 1.50 0.90 -3.77  0.123
31 H -0.69 0.50 -4.96  0.131
32 H -2.85 1.01 -3.77  0.119
33 H -2.85 1.67 -1.37  0.145
34 H -0.70 1.87 -0.18  0.112
35 H 4.51 2.95 -2.24  0.112
36 H 6.30 1.95 -3.65  0.110
37 H 6.63 -0.56 -3.70  0.132
38 H 5.97 -2.70 -2.87  0.134
39 H 4.52 -4.12 -1.35  0.136
40 H 2.38 -3.18 -0.48  0.109
41 N -4.61 -2.52 5.80  0.168
42 C -3.32 -2.26 5.42  -0.274
43 C -2.42 -3.27 5.00  0.020
44 C -1.33 -2.87 4.26  -0.074
45 C -1.03 -1.51 4.07  -0.343
46 C -1.84 -0.52 4.58  -0.025
47 C -2.99 -0.92 5.26  0.001
48 S 0.40 -1.22 3.08  0.959
49 O 1.12 0.02 3.28  -0.251
50 O 1.09 -2.51 2.96  -0.274
51 N 0.07 -0.70 0.46  -0.125
52 C -0.68 -1.86 0.34  -0.562
53 N -1.32 -2.45 1.34  0.104
54 C -1.82 -3.68 0.98  -0.045
55 C -1.80 -4.22 -0.30  -0.016
56 C -1.24 -3.42 -1.29  -0.055
57 N -0.72 -2.20 -1.00  -0.029
58 H -4.94 -3.44 6.03  0.124
59 H -5.15 -1.73 6.11  0.115
60 H -2.66 -4.34 5.13  0.137
61 H -0.69 -3.59 3.77  0.113
62 H -1.58 0.53 4.52  0.133
63 H -3.60 -0.15 5.71  0.125
64 H -2.27 -4.19 1.82  0.116
65 H -2.19 -5.21 -0.54  0.121
66 H -1.19 -3.73 -2.33  0.127
67 C -6.45 0.30 1.54  -0.171
68 O -6.69 1.70 1.29  -0.146
69 H -7.09 -0.35 0.92  0.076
70 H -6.65 0.05 2.62  0.084
71 H -5.40 0.09 1.32  0.063
72 H -7.62 1.88 1.57  0.094


[6]
Density functional theory data (the ωB97M-V functional and the def2-TZVPD basis) for the molecule C6H11N.

E: -289.869421 Ha
molecular weight: 97.161 g mol⁻¹
frontier orbital gap: 9.0 eV
LUMO energy: 1.2 eV
F_max: 0.10170 Eh/bohr
relative energy (zero: lowest compared OMol25 entry of this formula, charge and spin): 268.5 kJ/mol
HOMO level: -7.80 eV
multiplicity: 1
charge: 0

Last column: natural (NBO) charge in e.
CARTESIAN COORDINATES (ANGSTROEM)
1 C -0.13 1.75 -3.05  -0.394
2 C -0.13 1.05 -1.90  -0.184
3 C 1.05 0.42 -1.31  -0.258
4 N 1.03 0.24 0.04  -0.612
5 C 0.11 -0.63 0.72  0.007
6 C -0.16 -0.71 2.04  -0.291
7 C -1.00 -1.70 2.83  -0.628
8 H 0.77 2.03 -3.48  0.181
9 H -1.07 1.88 -3.57  0.201
10 H -1.09 0.96 -1.45  0.196
11 H 1.30 -0.52 -1.79  0.208
12 H 1.92 1.11 -1.57  0.208
13 H 1.22 0.98 0.58  0.366
14 H -0.52 -1.23 -0.08  0.174
15 H 0.32 0.17 2.56  0.183
16 H -1.76 -1.23 3.45  0.215
17 H -1.42 -2.46 2.22  0.217
18 H -0.42 -2.11 3.75  0.212


[7]
Density functional theory data (the ωB97M-V functional and the def2-TZVPD basis) for the ion C5H11NOS with charge +1.

E: -724.897979 Ha
molecular weight: 133.216 g mol⁻¹
frontier orbital gap (alpha / beta): 9.0 / 4.4 eV
LUMO energy (alpha / beta): -3.8 / -8.4 eV
F_max: 0.11017 Eh/bohr
relative energy (zero: lowest compared OMol25 entry of this formula, charge and spin): 211.1 kJ/mol
HOMO level (alpha / beta): -12.79 / -12.78 eV
multiplicity: 2
charge: +1

Last column: natural (NBO) charge in e.
CARTESIAN COORDINATES (ANGSTROEM)
1 O -1.05 0.25 3.00  -0.499
2 C 0.08 0.25 2.59  0.419
3 C 0.48 -0.17 1.18  -0.128
4 C -0.71 -0.84 0.36  -0.473
5 C -0.62 -0.88 -1.18  -0.423
6 S -1.60 0.71 -1.61  0.847
7 C -0.32 1.65 -2.37  -0.887
8 N 1.61 -1.08 1.36  -0.850
9 H 0.87 0.49 3.34  0.151
10 H 0.74 0.79 0.50  0.169
11 H -1.63 -0.30 0.67  0.259
12 H -0.82 -1.87 0.87  0.267
13 H -1.05 -1.68 -1.58  0.250
14 H 0.29 -0.58 -1.55  0.228
15 H -0.74 2.71 -2.41  0.287
16 H -0.19 1.32 -3.48  0.315
17 H 0.61 1.81 -1.81  0.292
18 H 2.63 -0.65 1.08  0.404
19 H 1.43 -1.96 1.02  0.372


[8]
Density functional theory data (the ωB97M-V functional and the def2-TZVPD basis) for a structure of composition C28H38As3F5LuN6O4S.

E: -10559.280427 Ha
molecular weight: 1049.440 g mol⁻¹
frontier orbital gap: 4.7 eV
LUMO energy: -4.9 eV
F_max: 0.06067 Eh/bohr
relative energy (zero: lowest compared OMol25 entry of this formula, charge and spin): 0.0 kJ/mol
HOMO level: -9.52 eV
multiplicity: 1
charge: +1

Last column: Löwdin charge in e.
CARTESIAN COORDINATES (ANGSTROEM)
1 Lu 0.90 0.55 -2.26  1.538
2 C -2.78 2.69 0.47  -0.338
3 As -1.32 2.77 1.77  1.022
4 C -1.55 4.80 2.05  -0.313
5 C -2.22 2.05 3.40  -0.383
6 C -1.34 1.53 4.54  -0.651
7 C -0.19 2.62 4.77  -0.070
8 C -0.85 0.14 4.15  -0.331
9 As -0.01 -0.08 2.28  1.071
10 C 1.51 -1.35 2.75  -0.364
11 C -1.05 -1.70 1.70  -0.325
12 C -2.21 1.48 5.83  -0.350
13 As -1.83 0.57 7.69  1.137
14 C -2.32 -1.29 7.17  -0.367
15 C 0.16 0.27 7.60  -0.361
16 H -3.26 3.67 0.49  0.014
17 H -3.54 1.99 0.79  0.017
18 H -2.47 2.39 -0.55  0.008
19 H -2.56 5.13 2.20  0.006
20 H -1.08 5.25 1.16  0.006
21 H -0.99 4.99 2.98  -0.005
22 H -2.76 1.29 2.93  0.031
23 H -2.97 2.80 3.77  0.108
24 H 0.47 2.73 3.89  0.044
25 H 0.43 2.35 5.61  0.052
26 H -0.60 3.62 5.02  0.083
27 H -1.68 -0.60 4.27  0.084
28 H -0.06 -0.29 4.76  0.037
29 H 1.23 -2.19 3.43  0.028
30 H 2.33 -0.83 3.32  0.012
31 H 1.92 -1.76 1.79  0.011
32 H -1.26 -2.33 2.58  0.028
33 H -0.59 -2.29 0.91  0.007
34 H -2.04 -1.38 1.37  0.009
35 H -3.25 1.20 5.71  0.047
36 H -2.23 2.50 6.27  0.042
37 H -2.85 -1.81 8.00  0.017
38 H -1.41 -1.87 6.98  0.020
39 H -3.03 -1.20 6.35  -0.004
40 H 0.65 1.19 7.91  0.005
41 H 0.60 -0.15 6.71  -0.006
42 H 0.25 -0.40 8.49  0.016
43 N 2.99 1.32 -0.80  -0.005
44 N 3.66 2.47 -1.32  0.041
45 C 2.88 3.24 -2.10  -0.351
46 N 3.29 4.50 -2.46  0.210
47 N 1.72 2.65 -2.45  -0.023
48 N 0.80 3.32 -3.28  -0.332
49 O 0.84 4.49 -3.64  0.127
50 O -0.10 2.46 -3.64  -0.028
51 H 2.67 1.49 0.19  0.141
52 H 3.55 0.49 -0.79  0.057
53 H 4.67 2.60 -1.20  0.192
54 H 3.65 5.01 -1.66  0.134
55 H 2.60 5.06 -2.94  0.095
56 O -2.61 -1.33 -1.29  0.094
57 C -1.57 -0.84 -1.72  -0.572
58 O -0.81 0.03 -1.11  -0.235
59 C -1.20 -1.19 -3.16  -0.155
60 C -1.89 -2.25 -3.87  0.050
61 C -1.38 -2.62 -5.08  0.018
62 C -0.29 -1.91 -5.64  -0.130
63 C 0.40 -2.45 -6.79  0.010
64 C 1.60 -1.86 -7.21  -0.063
65 C 2.19 -0.81 -6.53  -0.053
66 C 1.55 -0.24 -5.41  -0.015
67 C 0.32 -0.82 -4.97  -0.208
68 N -0.21 -0.54 -3.74  -0.057
69 H -2.77 -2.67 -3.34  0.145
70 H -1.62 -3.61 -5.50  0.133
71 H 0.09 -3.41 -7.24  0.138
72 H 2.20 -2.30 -8.02  0.127
73 H 3.18 -0.50 -6.83  0.116
74 H 1.97 0.68 -4.97  0.096
75 F -0.29 -5.79 -5.23  0.110
76 C 0.43 -5.04 -4.36  -0.153
77 C 1.65 -4.59 -4.75  -0.153
78 F 2.17 -5.02 -5.91  0.123
79 C 2.35 -3.64 -3.97  -0.213
80 F 3.55 -3.18 -4.36  0.078
81 C 1.78 -3.13 -2.78  -0.534
82 S 2.38 -1.67 -2.05  0.557
83 C 0.60 -3.77 -2.35  -0.217
84 F 0.05 -3.51 -1.14  0.078
85 C -0.07 -4.76 -3.09  -0.153
86 F -1.10 -5.42 -2.56  0.144


The lowest molecular weight belongs to which entry?
C3H6N2O